Entry 1:
ORCA calculation (ωB97M-V with the def2-TZVPD basis set) on a cluster of 6 separate species, C18H22Cl6F12O8 in total at a distorted geometry.

Computed properties:
**Energy above the lowest of the compared OMol25 structures with the same formula, charge and spin**: 0.2161 eV
**Largest force on an atom**: 0.0384 hartree/bohr
**Orbital gap**: 11.2880 eV
**SMILES string**: CCOC(=O)C(F)(F)F.CCOC(=O)C(F)(F)F.CCOC(=O)C(F)(F)F.CCOC(=O)C(F)(F)F.ClC(Cl)Cl.ClC(Cl)Cl
**Multiplicity**: 1

Element x y z (Å)
C 1.45 -2.86 4.78
C 1.02 -2.00 5.95
O 0.07 -2.75 6.70
C -0.53 -2.11 7.72
O -0.31 -0.96 7.97
C -1.48 -2.98 8.57
F -1.10 -2.92 9.86
F -2.70 -2.42 8.58
F -1.54 -4.22 8.15
H 1.74 -2.27 3.92
H 0.61 -3.49 4.48
H 2.26 -3.52 5.10
H 0.54 -1.06 5.67
H 1.85 -1.65 6.57
C 4.75 1.72 2.70
C 4.15 1.66 1.32
O 3.37 2.86 1.14
C 3.61 3.64 0.08
O 4.55 3.57 -0.66
C 2.58 4.75 -0.13
F 1.62 4.64 0.80
F 3.15 5.94 -0.01
F 2.02 4.60 -1.32
H 4.04 1.51 3.50
H 5.13 2.72 2.89
H 5.54 0.98 2.83
H 3.39 0.87 1.23
H 4.89 1.51 0.53
C -0.99 0.08 -4.67
C -1.47 -1.22 -5.31
O -0.98 -2.27 -4.47
C -1.63 -3.42 -4.36
O -2.60 -3.76 -4.98
C -0.95 -4.45 -3.40
F -1.39 -4.22 -2.17
F -1.24 -5.67 -3.80
F 0.38 -4.26 -3.44
H -1.28 0.04 -3.62
H -1.51 0.94 -5.11
H 0.07 0.24 -4.85
H -0.90 -1.44 -6.22
H -2.55 -1.22 -5.47
C -2.07 3.13 -1.52
C -2.90 1.87 -1.34
O -4.14 1.97 -2.07
C -4.92 0.92 -2.08
O -4.62 -0.16 -1.64
C -6.27 1.21 -2.76
F -6.59 2.50 -2.69
F -6.25 0.88 -4.05
F -7.21 0.47 -2.18
H -1.08 2.86 -1.14
H -2.48 3.93 -0.90
H -2.09 3.47 -2.55
H -3.21 1.80 -0.30
H -2.32 0.99 -1.60
Cl -0.59 -0.89 -0.86
C 1.10 -1.24 -0.34
Cl 1.45 -2.95 -0.53
Cl 1.36 -0.82 1.37
H 1.86 -0.73 -0.92
Cl 2.87 -0.59 -3.59
C 2.79 1.18 -3.75
Cl 1.46 1.84 -2.70
Cl 2.52 1.60 -5.41
H 3.73 1.65 -3.48

Mulliken atomic charge list, values in e, 5 entries: atom 1 (C): -0.876, atom 2 (C): -0.288, atom 3 (O): -0.188, atom 4 (C): 0.342, atom 5 (O): -0.504



Entry 2:
ORCA calculation (ωB97M-V with the def2-TZVPD basis set) on an isolated molecule of C18H22ClN3O2.

Computed properties:
**Energy above the lowest of the compared OMol25 structures with the same formula, charge and spin**: 0.0000 eV
**Largest force on an atom**: 0.0137 hartree/bohr
**Orbital gap**: 8.9664 eV
**SMILES string**: CN(C)CCCNC(=O)c1cc(C(=O)Cc2ccc(Cl)cc2)c[nH]1
**Multiplicity**: 1

Element x y z (Å)
C -1.31 -1.84 1.72
N -0.35 -2.01 0.65
C 0.95 -1.51 1.05
C -0.30 -3.39 0.18
C 0.22 -3.50 -1.25
C -0.74 -2.90 -2.28
N -0.96 -1.49 -2.05
C -2.06 -1.06 -1.38
O -3.07 -1.72 -1.24
C -1.99 0.32 -0.87
C -1.02 1.29 -0.87
C -1.53 2.39 -0.14
C -0.90 3.67 0.16
O -1.44 4.52 0.84
C 0.49 3.89 -0.43
C 1.49 2.91 0.10
C 2.36 2.24 -0.75
C 3.28 1.33 -0.25
C 3.32 1.08 1.11
Cl 4.45 -0.06 1.74
C 2.46 1.75 1.98
C 1.55 2.65 1.47
C -2.81 2.03 0.28
N -3.06 0.80 -0.17
H -1.07 -2.44 2.61
H -1.34 -0.79 2.00
H -2.30 -2.13 1.36
H 1.66 -1.61 0.23
H 0.86 -0.46 1.30
H 1.36 -2.05 1.92
H -1.32 -3.78 0.20
H 0.31 -4.02 0.84
H 1.19 -3.02 -1.34
H 0.35 -4.56 -1.49
H -0.34 -3.03 -3.29
H -1.72 -3.38 -2.21
H -0.13 -0.92 -1.96
H -0.05 1.23 -1.33
H 0.80 4.91 -0.17
H 0.42 3.82 -1.52
H 2.33 2.43 -1.81
H 3.96 0.82 -0.91
H 2.51 1.55 3.04
H 0.88 3.17 2.13
H -3.50 2.61 0.85
H -3.90 0.25 -0.04

Mulliken atomic charge list, values in e, 5 entries: atom 1 (C): -1.273, atom 2 (N): 0.866, atom 3 (C): -1.235, atom 4 (C): -0.911, atom 5 (C): -0.597



Entry 3:
ORCA calculation (ωB97M-V with the def2-TZVPD basis set) on a structure of composition C18H22I2N4O3S at a distorted geometry.

Computed properties:
**Largest force on an atom**: 0.0249 hartree/bohr
**Orbital gap**: 8.9998 eV
**Multiplicity**: 1

Element x y z (Å)
C 2.76 -4.41 1.50
C 1.55 -3.85 0.84
I -0.21 -4.94 1.21
C 1.55 -2.75 0.09
I -0.14 -2.00 -0.91
O 2.79 -2.16 -0.12
C 3.09 -1.08 0.68
O 3.90 -1.21 1.53
N 2.43 0.11 0.33
C 2.30 1.05 1.45
C 0.83 1.33 1.77
C 0.23 2.55 1.03
C -0.91 2.16 0.07
C -2.27 2.33 0.72
C -3.40 1.79 -0.17
C -3.58 0.28 -0.01
S -5.02 -0.12 1.04
C -5.94 -1.15 -0.01
N -6.71 -2.11 0.38
N -7.30 -2.63 -0.77
C -6.80 -1.95 -1.75
O -5.95 -0.99 -1.36
C 3.10 0.66 -0.85
C 4.33 1.31 -0.74
C 4.92 1.79 -1.90
N 4.40 1.68 -3.12
C 3.22 1.06 -3.20
C 2.53 0.53 -2.11
H 2.68 -4.32 2.58
H 3.67 -3.95 1.13
H 2.81 -5.47 1.28
H 2.78 2.00 1.21
H 2.79 0.68 2.35
H 0.25 0.43 1.57
H 0.76 1.50 2.84
H 1.02 3.10 0.51
H -0.18 3.21 1.79
H -0.86 2.76 -0.84
H -0.78 1.12 -0.21
H -2.28 1.78 1.67
H -2.42 3.37 0.97
H -4.32 2.30 0.07
H -3.16 2.01 -1.21
H -3.76 -0.18 -0.97
H -2.69 -0.18 0.42
H -7.06 -2.13 -2.77
H 4.80 1.42 0.22
H 5.88 2.28 -1.82
H 2.79 0.95 -4.18
H 1.59 0.04 -2.25

Mulliken atomic charge list, values in e, 5 entries: atom 1 (C): -1.317, atom 2 (C): 0.576, atom 3 (I): 0.073, atom 4 (C): -0.287, atom 5 (I): 0.146



Entry 4:
ORCA calculation (ωB97M-V with the def2-TZVPD basis set) on a structure of composition C18H22I2NO5Re.

Computed properties:
**Energy above the lowest of the compared OMol25 structures with the same formula, charge and spin**: 0.2837 eV
**Charge**: +1
**Largest force on an atom**: 0.0044 hartree/bohr
**Orbital gap (alpha / beta)**: 6.8099 / 6.9788 eV
**Multiplicity**: 2

Element x y z (Å)
Re -0.20 0.91 -0.16
C -0.59 -2.57 -0.82
C -1.31 -2.43 0.50
O -1.06 -1.13 1.04
C -2.07 -0.77 1.98
C -1.80 0.64 2.45
O -1.70 1.53 1.32
C -2.98 1.96 0.79
C -2.99 1.84 -0.73
O -2.20 0.69 -1.05
C -2.36 0.13 -2.38
C -2.13 -1.36 -2.25
O -0.85 -1.48 -1.67
H -0.86 -3.53 -1.28
H 0.49 -2.56 -0.67
H -0.98 -3.20 1.20
H -2.39 -2.55 0.37
H -2.06 -1.45 2.84
H -3.05 -0.84 1.50
H -0.85 0.72 2.97
H -2.60 0.98 3.12
H -3.14 2.99 1.09
H -3.77 1.34 1.22
H -2.55 2.72 -1.21
H -4.01 1.69 -1.08
H -1.62 0.59 -3.04
H -3.37 0.35 -2.74
H -2.16 -1.84 -3.23
H -2.92 -1.79 -1.62
I 2.75 -0.72 -4.16
C 3.23 -0.47 -2.16
C 4.52 -0.80 -1.70
C 4.87 -0.66 -0.38
I 6.79 -1.17 0.22
C 3.91 -0.16 0.55
C 4.14 0.05 1.93
C 3.14 0.55 2.71
C 1.89 0.83 2.15
N 1.63 0.63 0.87
C 2.63 0.15 0.06
C 2.27 0.01 -1.30
O 1.05 0.34 -1.65
H 5.25 -1.18 -2.41
H 5.11 -0.17 2.35
H 3.30 0.74 3.77
H 1.10 1.26 2.74
C 0.09 2.68 -0.61
H 0.79 3.01 -1.38
H -0.38 3.51 -0.06

Mulliken atomic charge list, values in e, 5 entries: atom 1 (Re): 1.806, atom 2 (C): -0.740, atom 3 (C): -0.700, atom 4 (O): -0.165, atom 5 (C): -0.437



Entry 5:
ORCA calculation (ωB97M-V with the def2-TZVPD basis set) on a structure of composition C18H22IrO4S6 at a distorted geometry.

Computed properties:
**Energy above the lowest of the compared OMol25 structures with the same formula, charge and spin**: 2.8835 eV
**Charge**: +1
**Largest force on an atom**: 0.0612 hartree/bohr
**Orbital gap (alpha / beta)**: 6.7404 / 6.7425 eV
**Multiplicity**: 1

Element x y z (Å)
Ir -0.13 1.39 0.18
C 3.56 2.46 1.02
C 3.70 1.07 0.43
S 2.17 0.16 -0.07
C 1.99 -1.06 1.29
C 1.66 -0.51 2.66
S 0.06 0.40 2.68
C 0.49 1.92 3.59
C 1.37 2.92 2.87
S 3.15 2.47 2.80
H 2.85 3.07 0.47
H 4.54 2.94 0.97
H 4.23 0.41 1.11
H 4.26 1.14 -0.50
H 2.91 -1.64 1.33
H 1.18 -1.71 0.94
H 2.43 0.17 3.02
H 1.56 -1.34 3.36
H 0.92 1.62 4.55
H -0.48 2.39 3.76
H 1.33 3.86 3.42
H 1.02 3.09 1.85
O -1.83 -0.09 0.16
S -2.92 -0.40 1.16
C -3.90 1.12 1.32
C -3.75 2.19 0.46
C -4.49 3.33 0.68
C -5.39 3.39 1.73
C -5.57 2.29 2.56
C -4.81 1.15 2.36
C -4.21 -1.28 0.24
C -4.90 -2.27 0.92
C -5.94 -2.93 0.28
C -6.27 -2.60 -1.02
C -5.56 -1.62 -1.70
C -4.52 -0.95 -1.07
H -3.06 2.12 -0.37
H -4.36 4.18 0.02
H -5.97 4.29 1.89
H -6.29 2.32 3.36
H -4.92 0.28 2.99
H -4.64 -2.51 1.94
H -6.48 -3.70 0.81
H -7.09 -3.11 -1.51
H -5.81 -1.37 -2.71
H -3.96 -0.18 -1.58
O -0.98 3.46 0.65
S -0.32 3.78 -0.64
O -0.47 5.10 -1.13
O 1.06 3.25 -0.55
S -1.19 2.36 -1.89

Mulliken atomic charge list, values in e, 5 entries: atom 1 (Ir): 1.276, atom 2 (C): -0.342, atom 3 (C): -0.700, atom 4 (S): 0.021, atom 5 (C): -0.921